Run 1
Formula: C2H3N3S2
Source: the OMol25 dataset
Level of theory: ωB97M-V/def2-TZVPD

The geometry in XYZ format:
```
10
Properties=species:S:1:pos:R:3:mulliken_charge:R:1
S 2.69301 -0.50012 -0.00257 -0.28
C 1.06654 0.17245 0.03635 0.50
N 0.67943 1.42810 0.00674 -0.41
N -0.70428 1.36539 -0.02919 -0.38
C -1.06171 0.08805 -0.02732 0.48
S -2.70333 -0.49055 -0.00527 -0.29
N 0.03485 -0.71735 -0.00999 -0.10
H 3.22290 0.73142 0.01190 0.17
H -3.23100 0.72068 0.22902 0.18
H 0.07426 -1.69732 0.05734 0.14
```

- HOMO (eV) = -8.56
- 2S+1 = 1
- net charge = 0
- HOMO-LUMO gap (eV) = 8.99

Run 2
Formula: C2H3N3S2
Source: the OMol25 dataset
Level of theory: ωB97M-V/def2-TZVPD

The geometry in XYZ format:
```
10
Properties=species:S:1:pos:R:3:mulliken_charge:R:1
C -0.81486 -1.96228 -0.77577 -0.14
C 2.32155 0.44107 -0.02043 0.49
N -1.12894 -0.86199 -0.55718 0.56
N -1.47736 0.24064 -0.27565 -0.88
N -0.64801 1.06188 0.60531 -0.27
S 2.44239 1.89801 -0.57293 -0.25
S 2.11586 -0.95386 0.61315 -0.27
H -1.13243 -3.04317 -0.85502 0.31
H -0.77259 2.02753 0.29209 0.26
H -0.90560 1.15216 1.54643 0.20
```

- HOMO (eV) = -8.27
- 2S+1 = 1
- net charge = 0
- HOMO-LUMO gap (eV) = 8.38

Most stable = run 1

Run 1
Formula: CH6N3
Source: the OMol25 dataset
Level of theory: ωB97M-V/def2-TZVPD

The geometry in XYZ format:
```
10
Properties=species:S:1:pos:R:3:mulliken_charge:R:1
C -2.30408 0.26832 -0.16819 0.14
N 0.73162 0.72864 -0.17851 -0.50
N -1.55004 -0.52454 0.21770 -0.52
N 1.19256 -0.67474 -0.04397 -0.24
H -3.19109 0.78159 -0.43824 0.35
H 0.15910 0.92697 0.56948 0.28
H 1.41683 1.39843 -0.11557 0.26
H 1.68942 -1.21562 -0.83524 0.40
H 0.19503 -0.97608 0.02242 0.43
H 1.66067 -0.71298 0.97012 0.41
```

- HOMO (eV) = -16.00
- 2S+1 = 1
- net charge = +1
- HOMO-LUMO gap (eV) = 12.22

Run 2
Formula: CH6N3
Source: the OMol25 dataset
Level of theory: ωB97M-V/def2-TZVPD

The geometry in XYZ format:
```
10
Properties=species:S:1:pos:R:3:mulliken_charge:R:1
N -0.89237 -1.67833 -0.24437 -0.48
N -0.24009 -0.32190 -0.52039 -0.13
C 0.07058 0.47320 0.47956 0.19
N 0.65827 1.65878 0.53560 -0.32
H -0.11775 -2.36037 -0.26053 0.30
H -1.48388 -1.75925 -1.04363 0.29
H 0.10288 -0.07080 -1.43984 0.24
H -0.18938 0.24024 1.44017 0.38
H 1.07335 1.98042 -0.32970 0.25
H 1.01613 1.98444 1.42563 0.28
```

- HOMO (eV) = -15.78
- 2S+1 = 1
- net charge = +1
- HOMO-LUMO gap (eV) = 11.93

Run 3
Formula: CH6N3
Source: the OMol25 dataset
Level of theory: ωB97M-V/def2-TZVPD

The geometry in XYZ format:
```
10
Properties=species:S:1:pos:R:3:mulliken_charge:R:1
C -0.66794 -0.77942 -0.12967 0.02
N 0.50124 0.72774 0.60753 -0.60
N -1.33620 -1.41743 0.71903 -0.25
N 1.21038 1.34256 -0.45062 -0.11
H -0.53548 -0.68781 -1.19720 0.31
H -1.92766 -2.29222 0.53810 0.30
H -1.50561 -1.15143 1.67121 0.29
H 0.75567 2.00871 -1.02222 0.30
H 1.55620 0.58349 -0.97682 0.33
H 1.94940 1.66582 0.24066 0.39
```

- HOMO (spin up / spin down) (eV) = -13.05 / -13.05
- 2S+1 = 1
- net charge = +1
- HOMO-LUMO gap (spin up / spin down) (eV) = 8.67 / 8.67

Most stable = run 2

Run 1
Formula: C5H5ClFN
Source: the OMol25 dataset
Level of theory: ωB97M-V/def2-TZVPD

The geometry in XYZ format:
```
13
Properties=species:S:1:pos:R:3:mulliken_charge:R:1
C -1.42112 0.41922 -1.65372 -1.18
C -0.16627 -0.43952 -1.38297 0.21
Cl 0.02504 -1.57175 -2.92410 -0.21
C 0.42824 -0.45881 -0.16808 0.65
F 1.33320 -1.41033 0.06725 -0.28
C 0.33679 0.37927 1.11540 -0.62
C 1.08682 0.23940 2.22438 0.23
N 1.46669 -0.12179 3.32066 -0.43
H -1.97266 0.67639 -0.76796 0.32
H -2.19896 -0.01538 -2.37849 0.34
H -1.01852 1.25729 -2.07851 0.36
H -0.36494 1.18137 1.01354 0.32
H 2.46568 -0.13537 3.61261 0.31
```

- HOMO (eV) = -8.51
- 2S+1 = 1
- net charge = 0
- HOMO-LUMO gap (eV) = 8.89

Run 2
Formula: C5H5ClFN
Source: the OMol25 dataset
Level of theory: ωB97M-V/def2-TZVPD

The geometry in XYZ format:
```
13
Properties=species:S:1:pos:R:3:mulliken_charge:R:1
C -0.35671 -1.51318 -0.29616 -1.50
C 0.25765 -0.17611 0.15104 0.99
C 1.60811 -0.14235 0.72342 -0.06
N 2.66668 0.04596 1.10823 -0.44
C -0.01601 1.03140 -0.74399 -0.18
F -0.73675 0.78617 -1.82810 -0.28
C -0.65971 0.92847 0.58899 -0.22
Cl -0.28838 2.10735 1.85573 -0.17
H -0.57740 -2.12484 0.54511 0.37
H 0.25691 -2.05138 -0.99475 0.38
H -1.23451 -1.33322 -0.91922 0.36
H 0.79214 1.76835 -0.87384 0.41
H -1.71202 0.67338 0.68353 0.36
```

- HOMO (eV) = -10.71
- 2S+1 = 1
- net charge = 0
- HOMO-LUMO gap (eV) = 11.44

Most stable = run 2

Run 1
Formula: C6H14P
Source: the OMol25 dataset
Level of theory: ωB97M-V/def2-TZVPD

The geometry in XYZ format:
```
21
Properties=species:S:1:pos:R:3:mulliken_charge:R:1
C 3.33212 -0.39780 1.63540 -0.32
C 2.41398 -0.96812 0.95954 -0.30
C -2.04484 1.34634 -0.96424 -1.16
C -0.44701 -0.96223 -1.64699 -1.23
C -1.14282 -0.53964 1.15713 -1.07
C 0.81776 1.18300 -0.03561 -1.13
P -0.66626 0.25974 -0.38987 1.21
H 4.04569 -0.95005 2.28243 0.25
H 3.50225 0.70038 1.62345 0.23
H 2.14705 -1.97533 0.65678 0.29
H -2.97957 0.75412 -0.67779 0.37
H -2.04918 1.61876 -1.96743 0.41
H -1.99883 2.25369 -0.27867 0.36
H -1.45926 -1.15408 -1.88198 0.42
H 0.01937 -1.87804 -1.28320 0.38
H 0.10498 -0.54495 -2.50216 0.39
H -2.11189 -0.09873 1.59819 0.40
H -0.16868 -0.39524 1.86575 0.33
H -1.28666 -1.60679 0.86217 0.37
H 1.54775 1.20621 -0.80762 0.44
H 0.66550 2.10222 0.49682 0.36
```

- HOMO (spin up / spin down) (eV) = -12.57 / -13.63
- 2S+1 = 1
- net charge = +1
- HOMO-LUMO gap (spin up / spin down) (eV) = 7.52 / 9.76

Run 2
Formula: C6H14P
Source: the OMol25 dataset
Level of theory: ωB97M-V/def2-TZVPD

The geometry in XYZ format:
```
21
Properties=species:S:1:pos:R:3:mulliken_charge:R:1
C -1.98299 2.25051 -0.69046 -0.71
C -1.70396 1.06214 -1.20962 -0.22
C 0.37258 -2.27285 0.06289 -1.17
C 2.22173 -0.12803 0.24383 -1.26
C -0.44925 -0.01996 1.67330 -1.13
C -0.15691 0.48368 -1.26882 -0.79
P 0.43354 -0.47415 0.19686 1.08
H -2.96357 2.62576 -0.60380 0.31
H -1.18667 2.94518 -0.26646 0.19
H -2.40871 0.41546 -1.59652 0.42
H 1.13252 -2.64874 0.74958 0.39
H 0.79397 -2.64840 -0.95154 0.37
H -0.59025 -2.77666 0.25094 0.37
H 2.46342 0.94008 0.43384 0.42
H 2.69188 -0.67385 -0.65269 0.36
H 2.75116 -0.59350 1.13576 0.39
H -0.05551 0.99427 1.86530 0.35
H -0.27732 -0.52776 2.65019 0.39
H -1.47492 -0.37811 1.52659 0.39
H 0.52921 1.37274 -1.24881 0.44
H -0.13998 0.05216 -2.30037 0.40
```

- HOMO (eV) = -13.85
- 2S+1 = 1
- net charge = +1
- HOMO-LUMO gap (eV) = 11.10

Most stable = run 2